Record 1
The following is a DFT calculation (ωB97M-V with the def2-TZVPD basis set) of C4H2O2 as an isolated structure.

The geometry in XYZ format:
```
8
Properties=species:S:1:pos:R:3
O -0.8803 -1.3301 0.9158
C -0.5955 -0.5738 0.0156
C -0.4397 1.0568 0.4587
O -1.1391 1.8539 0.9724
C 0.9076 0.7413 0.0754
C 1.1823 -0.3521 -0.5150
H -1.0100 -0.4472 -0.9865
H 1.9747 -0.9487 -0.9364
```

## Properties
**HOMO level**: -0.33647 Eh
**M**: 82.1 g mol⁻¹
**Lowest unoccupied orbital energy**: -0.02687 hartree
**Relative energy (zero: lowest compared OMol25 entry of this formula, charge and spin)**: 267.8 kJ/mol

Record 2
The following is a DFT calculation (ωB97M-V with the def2-TZVPD basis set) of C44H46BFO7S as an isolated structure.

The geometry in XYZ format:
```
100
Properties=species:S:1:pos:R:3
O -1.7402 -2.0714 4.3386
S -0.7747 -1.0500 4.5110
O -1.0056 0.0371 5.3818
O 0.6382 -1.7228 4.8785
C 1.5468 -1.6372 3.7791
F 2.2392 -2.7944 3.6529
C 0.5991 -1.4882 2.6010
O 1.1255 -1.2364 1.3850
B 0.8739 -2.2161 0.3980
O 1.7332 -3.2751 0.2620
O -0.1997 -2.0236 -0.4365
O -0.3140 -0.4777 3.0942
H 2.2434 -0.8205 3.9770
H 0.0190 -2.4274 2.6141
H 1.6476 -3.9514 0.9446
H -0.8619 -2.7130 -0.2863
C -4.3617 -2.4800 -2.3900
C -3.0516 -2.0267 -2.3172
C -2.0580 -2.6524 -3.0581
C -2.3764 -3.7267 -3.8779
C -3.6871 -4.1777 -3.9526
C -4.6788 -3.5570 -3.2056
H -5.1363 -1.9960 -1.8093
H -2.8013 -1.1853 -1.6830
H -1.0376 -2.3009 -2.9930
H -1.6034 -4.2151 -4.4580
H -3.9357 -5.0153 -4.5914
H -5.6995 -3.9122 -3.2571
C 3.5451 -0.5418 -4.8908
C 3.1017 -1.1444 -6.0600
C 1.9750 -1.9537 -6.0401
C 1.2866 -2.1538 -4.8509
C 1.7296 -1.5513 -3.6818
C 2.8623 -0.7482 -3.7014
H 4.4216 0.0927 -4.9090
H 3.6329 -0.9776 -6.9884
H 1.6306 -2.4262 -6.9510
H 0.4049 -2.7812 -4.8363
H 1.1919 -1.7086 -2.7550
H 3.2106 -0.2793 -2.7898
C -8.4230 -5.0925 -1.4837
C -8.3885 -5.6910 -0.2321
C -8.0445 -4.9439 0.8857
C -7.7405 -3.5962 0.7532
C -7.7772 -2.9973 -0.4979
C -8.1155 -3.7458 -1.6167
H -8.6892 -5.6759 -2.3557
H -8.6298 -6.7408 -0.1277
H -8.0131 -5.4119 1.8609
H -7.4749 -3.0131 1.6254
H -7.5419 -1.9455 -0.6009
H -8.1403 -3.2787 -2.5934
C -3.6474 0.6510 7.2348
C -2.8768 0.7298 8.3859
C -3.4843 0.9369 9.6167
C -4.8645 1.0597 9.6977
C -5.6366 0.9787 8.5472
C -5.0276 0.7770 7.3163
H -3.1705 0.4916 6.2795
H -1.8009 0.6288 8.3203
H -2.8819 1.0024 10.5137
H -5.3385 1.2183 10.6579
H -6.7131 1.0731 8.6106
H -5.6296 0.7172 6.4186
C 2.3039 4.4901 -5.5658
C 1.9089 3.2158 -5.1834
C 1.8626 2.1930 -6.1204
C 2.2171 2.4441 -7.4383
C 2.6142 3.7180 -7.8212
C 2.6552 4.7421 -6.8853
H 2.3390 5.2878 -4.8343
H 1.6380 3.0177 -4.1542
H 1.5509 1.2008 -5.8237
H 2.1844 1.6443 -8.1675
H 2.8922 3.9133 -8.8490
H 2.9623 5.7364 -7.1842
C 3.5428 -1.2667 7.2316
C 2.6703 -0.1975 7.0840
C 2.8633 0.9650 7.8174
C 3.9337 1.0591 8.6954
C 4.8081 -0.0093 8.8415
C 4.6118 -1.1732 8.1119
H 3.3891 -2.1756 6.6624
H 1.8388 -0.2709 6.3972
H 2.1787 1.7956 7.7046
H 4.0869 1.9655 9.2664
H 5.6433 0.0654 9.5256
H 5.2911 -2.0074 8.2298
C 6.1859 8.1262 -4.2127
C 5.3063 7.1344 -4.6237
C 5.7626 6.0766 -5.3975
C 7.1022 6.0078 -5.7547
C 7.9829 6.9977 -5.3420
C 7.5243 8.0584 -4.5731
H 5.8286 8.9520 -3.6111
H 4.2625 7.1863 -4.3399
H 5.0757 5.3055 -5.7197
H 7.4591 5.1814 -6.3557
H 9.0276 6.9431 -5.6197
H 8.2104 8.8324 -4.2544
```

## Properties
**HOMO level**: -0.33562 Eh
**M**: 748.7 g mol⁻¹
**Lowest unoccupied orbital energy**: -0.00336 hartree
**Relative energy (zero: lowest compared OMol25 entry of this formula, charge and spin)**: 0.0 kJ/mol

Record 3
The following is a DFT calculation (ωB97M-V with the def2-TZVPD basis set) of C21H37BBeCl6IKLi2O11P3S2 as an isolated structure.

The geometry in XYZ format:
```
86
Properties=species:S:1:pos:R:3
C 0.2797 -1.4846 -2.9031
C 1.5559 -0.7065 -2.5374
P 3.1243 -1.6093 -2.4815
C 3.3181 -2.9161 -3.7470
C 2.2738 -4.0415 -3.8259
C 3.4342 -2.1159 -0.7493
I 2.3695 -3.8919 0.1168
O 2.9343 -1.0646 -0.0061
B 4.0296 -0.0391 0.1670
C 4.2323 0.6944 1.5924
C 4.4495 -0.2268 2.8092
O 3.8499 0.4328 3.9846
C 3.3997 -0.5378 4.8178
O 2.2558 -0.6353 5.1107
O 5.2292 -0.6913 -0.5194
C 4.9325 -2.0423 -0.2959
P 6.0965 -3.3392 -0.9700
S 7.7444 -2.5460 -1.6656
H 0.1585 -1.6075 -3.9728
H 0.2010 -2.4508 -2.4187
H -0.5758 -0.9076 -2.5573
H 1.6684 0.0799 -3.2783
H 1.4075 -0.2985 -1.5422
H 4.2933 -3.3703 -3.5928
H 3.3911 -2.3993 -4.6984
H 1.8963 -4.3631 -2.8653
H 1.4276 -3.6959 -4.4102
H 2.6955 -4.8631 -4.3948
H 3.7278 0.8795 -0.6116
H 5.1140 1.3079 1.4932
H 3.3567 1.2900 1.8270
H 5.4973 -0.3926 3.0578
H 3.8903 -1.1496 2.7049
H 4.0942 -1.2628 5.2767
H 4.9614 -2.1949 0.8029
H 5.4170 -4.1978 -1.8416
H 6.4597 -4.1383 0.1269
C 6.5667 4.0347 2.8745
Cl 8.1412 3.9198 3.6530
Cl 6.7309 3.9286 1.1166
Cl 5.4791 2.7798 3.4655
H 6.1364 4.9962 3.1180
C -3.7129 0.1564 1.5985
C -4.5410 0.8943 0.7505
C -4.0393 1.3535 -0.4657
C -2.7211 1.0654 -0.8027
C -1.9110 0.3253 0.0475
C -2.4109 -0.1243 1.2438
H -4.0755 -0.2021 2.5538
H -5.5602 1.1130 1.0402
H -4.6649 1.9348 -1.1280
H -2.3245 1.4266 -1.7475
H -0.8801 0.1038 -0.2175
H -1.7837 -0.6901 1.9176
O 6.7332 0.0330 5.1287
H 6.3579 -0.2156 5.9791
H 6.1722 0.7583 4.8218
Li 7.0996 -1.5993 0.4852
O 0.0459 1.7292 2.4335
P -0.5560 1.2381 3.7562
O -1.8912 2.0569 4.0548
O 0.3420 1.5155 4.9413
O -0.8552 -0.2547 3.6539
K 2.7260 -3.0902 2.7981
C -0.1331 2.4619 -5.2585
Cl 0.4792 0.9102 -5.7799
Cl -0.8583 2.3434 -3.6172
Cl 1.1292 3.6811 -5.2652
H -0.9235 2.7671 -5.9317
C -10.3760 1.4577 -1.4810
C -10.4490 0.0370 -0.9040
C -9.0214 -0.3772 -0.5210
S -8.1449 1.1457 -0.1355
O -7.1036 1.3386 -1.1140
O -7.8727 1.1996 1.2780
C -9.4978 2.2536 -0.5195
H -11.3629 1.9052 -1.5809
H -9.9157 1.4311 -2.4707
H -11.0828 0.0378 -0.0160
H -10.8825 -0.6651 -1.6135
H -9.0043 -1.0248 0.3511
H -8.5052 -0.8567 -1.3499
H -9.1058 3.1720 -0.9493
H -10.0229 2.4673 0.4105
Li 0.5978 2.5723 -1.8664
Be -3.1383 3.0506 3.2611
```

## Properties
**HOMO level**: -0.26935 Eh
**M**: 1035.0 g mol⁻¹
**Lowest unoccupied orbital energy**: -0.14359 hartree
**Total charge**: +1
**Relative energy (zero: lowest compared OMol25 entry of this formula, charge and spin)**: 0.0 kJ/mol

Record 4
The following is a DFT calculation (ωB97M-V with the def2-TZVPD basis set) of a 9-piece molecular cluster, C30H37ClF2N3O7 overall.

The geometry in XYZ format:
```
80
Properties=species:S:1:pos:R:3
Cl -2.4758 1.3382 -24.6483
O -1.3929 1.6931 -25.5302
O -2.7792 2.4296 -23.7210
O -3.6449 1.0470 -25.4616
O -2.1702 0.1607 -23.8901
N -4.7303 2.8307 -30.7981
C -3.7228 2.3621 -30.0527
C -3.7967 2.2742 -28.6649
C -4.9672 2.6831 -28.0630
C -6.0130 3.1977 -28.8082
C -5.8508 3.2115 -30.1858
H -2.7975 2.1466 -30.5725
H -2.9669 2.0060 -28.0223
H -4.9752 2.6224 -26.9819
H -6.9323 3.4915 -28.3194
H -6.6537 3.4804 -30.8653
N -6.5619 -2.3802 -25.2349
C -6.0983 -1.6229 -26.2385
C -6.8041 -1.4337 -27.4081
C -8.0133 -2.1137 -27.5630
C -8.4738 -2.9112 -26.5397
C -7.6863 -3.0641 -25.3965
H -5.1565 -1.1124 -26.0688
H -6.4817 -0.7547 -28.1863
H -8.5918 -1.9879 -28.4697
H -9.3959 -3.4585 -26.6984
H -7.9727 -3.7583 -24.6185
N 4.3682 -0.1240 -26.3524
C 4.3875 0.8242 -25.4240
C 3.3048 1.5536 -24.9444
C 2.0707 1.2850 -25.5485
C 1.9948 0.2613 -26.4742
C 3.1583 -0.3666 -26.8786
H 5.3671 1.0098 -24.9828
H 3.4527 2.3285 -24.2100
H 1.2046 1.8098 -25.1613
H 1.0695 -0.0672 -26.9276
H 3.0828 -1.1193 -27.6562
C -1.6215 1.6601 -19.6336
O -1.8238 0.9717 -20.8566
H -0.9129 2.4810 -19.7640
H -2.5556 2.0233 -19.1878
H -1.2572 0.9539 -18.8830
H -2.0023 1.6704 -21.5041
C -5.5093 0.1725 -22.5611
O -4.5494 -0.2136 -21.6021
H -6.5525 0.0424 -22.2514
H -5.3546 1.2330 -22.7949
H -5.3483 -0.3431 -23.5051
H -4.8088 0.1041 -20.7349
C 0.1999 -2.0669 -24.9941
O -0.2966 -2.8504 -23.9084
H -0.6558 -1.4808 -25.3396
H 0.8532 -1.2742 -24.6131
H 0.6882 -2.5627 -25.8353
H 0.3969 -3.4948 -23.7230
F -2.8845 4.6871 -20.3771
C -4.1129 4.1425 -20.4357
C -4.6944 3.5791 -19.3153
C -5.9508 3.0213 -19.4379
C -6.6704 3.0367 -20.6367
C -6.0577 3.6448 -21.7372
C -4.7766 4.1528 -21.6330
H -4.1007 3.5230 -18.4121
H -6.4314 2.6146 -18.5545
H -7.6406 2.5767 -20.7478
H -6.5746 3.7209 -22.6844
H -4.2756 4.5208 -22.5207
F -6.0473 5.1583 -24.7918
C -5.3572 5.5847 -25.8686
C -5.7659 6.6300 -26.6526
C -5.0173 7.0358 -27.7522
C -3.8166 6.3870 -28.0038
C -3.3763 5.3372 -27.2086
C -4.1535 4.9217 -26.1303
H -6.7434 7.0763 -26.4916
H -5.3865 7.8495 -28.3581
H -3.1483 6.6951 -28.8003
H -2.4186 4.8784 -27.4062
H -3.8198 4.2500 -25.3443
```

## Properties
**HOMO level**: -0.24535 Eh
**M**: 625.1 g mol⁻¹
**Lowest unoccupied orbital energy**: 0.09607 hartree
**Total charge**: -1
**Relative energy (zero: lowest compared OMol25 entry of this formula, charge and spin)**: 0.0 kJ/mol

Record 5
The following is a DFT calculation (ωB97M-V with the def2-TZVPD basis set) of C19H15N4PbS3 as an isolated structure.

The geometry in XYZ format:
```
42
Properties=species:S:1:pos:R:3
Pb 10.2483 13.7177 10.7504
S 11.1697 11.4235 11.5956
C 9.6595 10.6875 12.0884
C 9.7604 9.7046 13.0847
C 8.6605 9.0645 13.5307
C 7.3680 9.4116 13.0547
C 7.2994 10.4592 12.1803
C 8.4088 11.0699 11.5754
S 8.1594 12.2066 10.3052
H 10.7554 9.6337 13.6022
H 8.6230 8.3438 14.3810
H 6.4828 8.9521 13.5151
H 6.3515 10.8372 11.7615
S 9.1662 13.9083 13.1906
C 7.7963 14.9792 13.3352
N 6.9769 15.0623 14.3340
N 7.0199 13.9301 15.1244
C 6.3140 13.8271 16.2988
C 5.5428 14.8601 16.8828
C 5.1692 14.6989 18.2254
C 5.2853 13.4911 18.8993
C 5.9078 12.4215 18.2295
C 6.3634 12.5997 16.9568
N 7.5715 16.0339 12.4316
N 8.3570 16.0871 11.5007
C 8.1914 17.1798 10.6060
C 9.3178 17.8093 10.1284
C 9.1767 18.7878 9.1454
C 7.9498 19.0081 8.5687
C 6.7575 18.4131 9.1370
C 6.8688 17.4588 10.1061
H 7.5907 13.0910 14.7803
H 5.4576 15.8255 16.4683
H 4.5798 15.5613 18.5931
H 5.0372 13.3649 19.8648
H 5.9625 11.4525 18.7053
H 6.8622 11.7282 16.5168
H 10.3547 17.5459 10.4904
H 10.0199 19.2867 8.6320
H 7.8711 19.7100 7.7143
H 5.8282 18.7369 8.7728
H 6.0567 16.9123 10.5607
```

## Properties
**HOMO level**: -0.15258 Eh
**M**: 602.8 g mol⁻¹
**Lowest unoccupied orbital energy**: 0.08483 hartree
**Total charge**: -1

Record 6
The following is a DFT calculation (ωB97M-V with the def2-TZVPD basis set) of one molecule with the formula C2H2S2.

The geometry in XYZ format:
```
6
Properties=species:S:1:pos:R:3
S -0.0451 1.0329 1.7761
C 0.0282 0.6590 0.1923
C -0.0845 -0.7016 -0.2689
S 0.1263 -0.9522 -1.8607
H 0.2289 1.4171 -0.4494
H -0.2539 -1.4551 0.6105
```

## Properties
**SMILES string**: S=CC=S
**HOMO level**: -0.34382 Eh
**M**: 90.2 g mol⁻¹
**Lowest unoccupied orbital energy**: -0.07806 hartree
**Relative energy (zero: lowest compared OMol25 entry of this formula, charge and spin)**: 61.0 kJ/mol

Question: M of number 3 (C21H37BBeCl6IKLi2O11P3S2)?
Answer: 1035.0 g mol⁻¹